86
Properties=species:S:1:pos:R:3 method="wB97M-V/def2-TZVPD" total_charge=+3 orbital_gap_ev="7.612 / 6.024" relative_energy_kj_mol=70.0 multiplicity=6 s2=8.824
Fe -0.111 -0.429 -3.604
C -3.019 3.609 -2.218
C -1.972 2.989 -1.336
C -1.444 3.615 -0.235
C -0.430 3.010 0.552
N 0.021 1.813 0.250
N -0.511 1.210 -0.805
B -0.010 -0.196 -1.055
N 1.421 -0.471 -0.604
N 1.557 -0.598 0.717
C 2.769 -0.849 1.161
C 3.846 -1.049 0.258
C 3.684 -0.927 -1.095
C 4.782 -1.161 -2.096
C 2.392 -0.572 -1.502
S 2.034 -0.128 -3.149
C 2.991 -0.928 2.655
C 3.526 -2.332 2.999
C 4.032 0.139 3.042
C 1.689 -0.677 3.412
N -1.002 -1.282 -0.663
N -1.461 -1.000 0.560
C -2.331 -1.830 1.084
C -2.784 -2.950 0.338
C -2.323 -3.211 -0.924
C -2.818 -4.357 -1.762
C -1.360 -2.312 -1.419
S -0.607 -2.560 -2.971
C -2.832 -1.554 2.487
C -2.219 -0.269 3.046
C -2.439 -2.749 3.373
C -4.363 -1.412 2.442
C -1.434 1.725 -1.617
S -1.918 0.765 -2.987
C 0.191 3.655 1.782
C -0.262 2.840 3.008
C -0.260 5.108 1.943
C 1.722 3.597 1.657
H -3.303 4.593 -1.851
H -3.916 2.986 -2.261
H -2.650 3.718 -3.241
H -1.795 4.605 0.027
H 4.820 -1.317 0.651
H 5.731 -1.338 -1.596
H 4.902 -0.306 -2.767
H 4.551 -2.031 -2.714
H 4.502 -2.535 2.549
H 2.829 -3.113 2.684
H 3.649 -2.405 4.080
H 5.002 -0.028 2.565
H 4.189 0.103 4.121
H 3.688 1.146 2.784
H 0.929 -1.420 3.155
H 1.285 0.318 3.198
H 1.884 -0.742 4.482
H -3.535 -3.602 0.771
H -3.515 -4.972 -1.199
H -1.996 -4.991 -2.101
H -3.331 -3.985 -2.651
H -1.128 -0.326 3.084
H -2.591 -0.109 4.057
H -2.490 0.599 2.439
H -1.354 -2.885 3.403
H -2.896 -3.685 3.039
H -2.784 -2.563 4.391
H -4.670 -0.590 1.788
H -4.726 -1.195 3.448
H -4.862 -2.326 2.108
H -1.346 2.907 3.145
H 0.214 3.242 3.904
H 0.009 1.786 2.909
H -1.337 5.195 2.120
H 0.013 5.727 1.082
H 0.240 5.529 2.814
H 2.072 2.574 1.503
H 2.172 3.982 2.573
H 2.072 4.215 0.826
N 0.543 -1.759 -8.454
N 0.207 -0.899 -7.478
N -0.111 0.356 -7.760
C -0.312 0.860 -6.558
N -0.118 -0.067 -5.609
N 0.221 -1.220 -6.235
H 0.291 -1.462 -9.382
H 0.597 -2.728 -8.190
H -0.593 1.888 -6.377